{"formula": "C55H47Cl2F7I2O2S", "method": "ωB97M-V with the def2-TZVPD basis set", "species": ["C", "C", "I", "C", "I", "C", "C", "C", "O", "C", "C", "C", "C", "C", "C", "C", "F", "C", "S", "C", "C", "Cl", "C", "C", "Cl", "C", "O", "H", "H", "H", "H", "H", "H", "H", "H", "H", "H", "H", "H", "H", "H", "H", "H", "H", "F", "C", "C", "C", "C", "C", "C", "H", "H", "H", "H", "H", "F", "C", "C", "C", "C", "C", "C", "H", "H", "H", "H", "H", "F", "C", "C", "C", "C", "C", "C", "H", "H", "H", "H", "H", "F", "C", "C", "C", "C", "C", "C", "H", "H", "H", "H", "H", "F", "C", "C", "C", "C", "C", "C", "H", "H", "H", "H", "H", "F", "C", "C", "C", "C", "C", "C", "H", "H", "H", "H", "H"], "coordinates": [[4.34512, 1.66858, 1.40965], [4.81089, 3.10970, 0.76548], [5.73305, 4.59528, 2.11373], [4.64613, 3.48407, -0.69668], [5.36126, 5.45482, -1.32245], [3.90996, 2.36235, -1.64100], [4.54119, 1.01022, -1.92063], [3.75715, -0.14243, -2.84485], [4.42372, -0.91467, -3.70642], [2.10305, -0.18461, -2.62149], [1.41015, 1.31347, -2.35691], [-0.21053, 1.40620, -2.12874], [-1.18550, 0.08819, -2.13125], [-2.78781, 0.29537, -1.85360], [-3.15986, 1.43110, -0.73169], [-3.44925, 0.73105, 0.74045], [-4.48070, 2.02346, -1.16293], [-0.45134, -1.38024, -2.38836], [-1.63755, -2.87732, -2.38228], [1.19339, -1.54837, -2.63723], [1.90150, -3.04812, -2.85326], [2.44742, -3.36249, -4.59648], [3.09540, -3.31871, -1.71806], [2.58434, -4.36295, -0.51603], [4.68259, -3.95635, -2.51258], [2.40297, 2.65848, -2.30341], [2.01125, 3.84383, -2.77912], [5.11515, 0.80921, 1.12282], [4.34262, 1.72626, 2.59419], [3.23785, 1.34791, 1.10944], [5.60318, 0.71441, -1.49279], [-0.66918, 2.47954, -1.95642], [-3.30514, 0.56893, -2.89089], [-3.33096, -0.70760, -1.50156], [-2.37935, 2.29520, -0.61632], [-4.01130, -0.28901, 0.56962], [-4.19491, 1.41489, 1.36637], [-2.47008, 0.48893, 1.33967], [-1.61682, -3.28291, -1.00953], [1.06956, -3.86226, -2.61035], [3.38386, -2.31909, -1.13261], [2.71584, -3.81180, 0.53377], [3.30164, -5.31366, -0.45311], [1.45660, -4.66122, -0.61920], [-5.49520, -1.18940, -2.27973], [-6.72836, -0.75056, -1.99449], [-7.77157, -1.66362, -1.88636], [-9.05471, -1.20766, -1.58432], [-9.28257, 0.15889, -1.40436], [-8.22989, 1.06798, -1.51996], [-6.94492, 0.61059, -1.81094], [-7.57725, -2.72040, -2.03769], [-9.87559, -1.91420, -1.48992], [-10.28440, 0.51453, -1.17320], [-8.41045, 2.13151, -1.38354], [-6.11347, 1.30244, -1.89558], [-12.07270, 2.33688, -3.79999], [-11.28469, 3.42001, -3.82213], [-9.90917, 3.26831, -3.68576], [-9.08785, 4.39535, -3.71391], [-9.65291, 5.66380, -3.86733], [-11.03512, 5.80612, -3.99835], [-11.85501, 4.67806, -3.98138], [-9.48895, 2.27592, -3.55914], [-8.01056, 4.28676, -3.61593], [-9.01232, 6.54295, -3.88474], [-11.47297, 6.79471, -4.11352], [-12.93053, 4.76970, -4.09086], [1.62269, -3.50275, 2.15195], [2.34045, -3.74200, 3.25748], [3.67131, -3.34224, 3.30904], [4.41757, -3.58655, 4.46186], [3.82700, -4.23838, 5.54727], [2.49193, -4.64027, 5.48392], [1.74292, -4.38583, 4.33532], [4.11543, -2.84469, 2.45308], [5.45658, -3.27102, 4.51510], [4.41070, -4.43272, 6.44454], [2.03562, -5.15110, 6.32840], [0.70145, -4.68336, 4.27246], [2.41446, 6.69719, -8.67297], [2.14412, 6.74080, -7.36162], [2.41821, 5.63143, -6.56925], [2.14166, 5.67823, -5.20290], [1.58338, 6.83128, -4.64561], [1.30720, 7.93778, -5.45016], [1.59421, 7.89463, -6.81427], [2.84410, 4.74158, -7.02116], [2.35948, 4.81902, -4.57341], [1.36371, 6.86573, -3.58065], [0.86887, 8.83261, -5.01491], [1.39424, 8.74880, -7.45266], [2.00221, -7.63154, 7.95354], [0.89437, -8.00518, 7.29955], [0.83387, -9.26891, 6.72251], [-0.32138, -9.66029, 6.04589], [-1.40020, -8.77845, 5.94443], [-1.32787, -7.51025, 6.52266], [-0.17689, -7.12344, 7.20871], [1.68482, -9.93722, 6.80438], [-0.38162, -10.64907, 5.59796], [-2.29934, -9.08248, 5.41276], [-2.16721, -6.82411, 6.43885], [-0.10711, -6.14476, 7.67180], [7.13166, 1.10824, 2.93573], [8.09308, 1.32160, 3.84389], [8.08518, 2.49809, 4.58514], [9.08311, 2.71836, 5.53445], [10.08506, 1.76347, 5.72435], [10.08719, 0.58803, 4.97183], [9.08290, 0.36311, 4.03064], [7.30366, 3.23209, 4.41801], [9.08143, 3.63142, 6.12459], [10.86575, 1.93770, 6.46174], [10.87037, -0.15186, 5.11849], [9.06425, -0.54899, 3.44341]], "forces_ev_per_a": [[0.0, 0.0, 0.7], [-0.9, 0.1, -4.3], [-0.8, -1.5, -0.9], [-0.3, -2.7, 4.3], [-0.9, -1.8, -0.2], [1.3, -2.9, -0.8], [-2.2, 3.0, 0.3], [1.9, -2.2, -2.9], [-4.2, 4.8, 5.7], [-2.5, 0.7, 0.5], [-1.9, -2.9, 0.1], [1.8, -2.6, -0.7], [4.2, 0.1, -0.2], [-0.2, -0.4, -0.4], [-0.5, -0.8, 0.7], [-0.8, 0.0, -0.4], [3.0, -0.8, 0.9], [1.5, 3.0, 0.6], [1.6, 1.1, 1.2], [-1.0, 3.2, 0.3], [-1.1, 0.1, 1.5], [-0.8, 0.6, 1.6], [-0.3, 0.4, 1.2], [1.0, 0.3, 0.6], [-1.6, 0.6, 1.1], [-1.4, 3.3, -1.7], [2.4, -7.4, 3.4], [-1.7, 2.0, 0.5], [0.2, 0.1, -2.6], [2.5, 0.9, 0.3], [-2.4, 0.8, -1.1], [1.1, -2.5, -0.5], [1.2, -0.4, 2.3], [1.6, 2.2, -0.9], [-1.8, -1.6, -0.5], [1.1, 2.0, 0.2], [1.9, -1.3, -1.3], [-1.8, 0.7, -1.3], [0.3, 0.8, -1.7], [1.7, 2.0, -0.8], [-0.6, -2.1, -1.8], [-0.3, -1.3, -2.8], [-1.8, 2.0, -0.4], [2.2, 0.5, 0.0], [0.3, -0.2, -0.1], [-1.3, 0.5, 0.3], [0.1, -0.1, 0.0], [0.2, 0.4, 0.0], [0.0, -0.1, 0.0], [0.0, -0.5, 0.0], [0.1, 0.0, -0.2], [0.0, 0.1, 0.0], [0.2, 0.1, 0.0], [0.2, -0.1, -0.1], [0.1, -0.2, 0.0], [-0.3, -0.3, 0.0], [-0.1, -0.2, 0.0], [0.6, 0.9, 0.0], [0.0, -0.1, 0.0], [-0.5, 0.2, 0.0], [0.0, -0.1, 0.0], [0.3, -0.3, 0.0], [-0.1, -0.1, 0.0], [-0.1, 0.1, -0.1], [-0.2, 0.0, 0.0], [-0.1, -0.2, 0.0], [0.1, -0.2, 0.0], [0.1, -0.1, 0.0], [-0.4, 0.2, 0.1], [0.7, -0.2, 1.2], [-0.1, 0.0, -0.1], [-0.4, -0.2, 0.1], [0.0, 0.0, -0.1], [0.2, 0.2, -0.3], [0.0, 0.0, -0.1], [-0.1, 0.0, 0.1], [-0.2, -0.1, -0.1], [-0.1, 0.0, -0.2], [0.1, 0.1, -0.2], [0.1, 0.0, 0.0], [0.1, 0.0, -0.3], [-0.2, 0.0, 1.1], [0.0, 0.1, -0.1], [-0.1, 0.3, -0.2], [0.0, 0.0, -0.1], [0.2, -0.4, -0.1], [0.0, 0.0, -0.1], [0.0, 0.1, 0.0], [-0.1, 0.3, -0.3], [0.1, 0.0, -0.2], [0.1, -0.1, -0.1], [0.0, -0.1, 0.0], [0.2, 0.1, 0.1], [-0.9, -0.3, -0.5], [0.1, 0.0, 0.0], [-0.1, 0.5, 0.2], [0.1, 0.0, 0.0], [0.3, -0.3, 0.0], [0.1, 0.0, 0.0], [-0.1, 0.1, 0.0], [0.1, 0.2, 0.1], [0.2, 0.1, 0.1], [0.2, -0.1, 0.1], [0.0, -0.1, 0.0], [-0.2, -0.1, -0.2], [0.9, 0.2, 0.8], [-0.1, 0.0, 0.0], [0.1, -0.5, -0.2], [0.0, 0.0, 0.0], [-0.3, 0.3, 0.0], [-0.1, 0.0, -0.1], [0.1, -0.1, 0.0], [0.0, -0.2, -0.1], [-0.1, 0.0, -0.1], [-0.2, 0.1, 0.0], [0.0, 0.1, 0.0]], "orbital_gap_ev": 6.8, "spin_multiplicity": 1, "charge": 0, "lumo_energy_ev": -2.06, "energy_ha": -4886.85453}